(1)
Molecular formula: C20H22N4O3S2
Method: DFT, wB97M-V/def2-TZVPD

Computed properties:
* Kohn-Sham gap: 8.25 eV
* ΔE to the lowest compared entry with this formula, charge and spin: 35.1 kcal per mole
* E_HOMO: -8.87 eV
* E_LUMO: -0.6 eV
* molar mass: 430.55 g/mol

Last column: Löwdin charge in e.
Cartesian coordinates (Å):
1 C 1.63 1.78 2.11  -0.035
2 N 0.77 0.66 1.80  -0.094
3 C -0.57 0.68 1.63  -0.392
4 O -1.21 -0.36 1.60  0.051
5 C -1.25 2.05 1.51  -0.214
6 C -2.77 1.88 1.43  -0.106
7 C -3.19 1.14 0.15  -0.192
8 N -2.10 1.15 -0.80  -0.238
9 S -2.23 0.12 -2.10  0.694
10 O -1.41 0.66 -3.16  -0.295
11 O -3.60 -0.17 -2.39  -0.258
12 C -1.40 -1.34 -1.49  -0.190
13 C -0.19 -1.68 -2.02  -0.057
14 C 0.57 -2.75 -1.51  -0.055
15 C 0.14 -3.49 -0.44  -0.003
16 C -1.11 -3.17 0.11  -0.360
17 N -1.72 -3.76 1.15  -0.226
18 S -3.13 -3.04 1.39  1.047
19 N -3.08 -1.97 0.20  -0.238
20 C -1.91 -2.10 -0.43  -0.352
21 H 0.72 -4.29 -0.02  0.119
22 H 1.53 -2.97 -1.96  0.113
23 H 0.18 -1.10 -2.85  0.109
24 C -1.52 2.46 -0.98  -0.175
25 C -0.75 2.85 0.29  -0.110
26 H 0.32 2.67 0.14  0.091
27 H -0.89 3.91 0.48  0.120
28 H -2.31 3.19 -1.18  0.132
29 H -0.87 2.41 -1.85  0.110
30 H -4.08 1.61 -0.29  0.128
31 H -3.42 0.10 0.35  0.076
32 H -3.12 1.33 2.30  0.121
33 H -3.22 2.88 1.45  0.118
34 H -1.02 2.61 2.43  0.141
35 C 1.47 -0.60 1.67  -0.093
36 C 2.36 -0.63 0.45  -0.208
37 C 1.98 0.03 -0.72  -0.058
38 C 2.79 0.00 -1.83  -0.078
39 C 3.99 -0.69 -1.80  -0.089
40 C 4.37 -1.35 -0.65  -0.083
41 C 3.56 -1.32 0.47  -0.039
42 H 3.87 -1.83 1.37  0.112
43 H 5.31 -1.89 -0.62  0.102
44 H 4.63 -0.71 -2.67  0.101
45 H 2.49 0.52 -2.73  0.110
46 H 1.03 0.55 -0.75  0.109
47 H 2.05 -0.80 2.57  0.132
48 H 0.70 -1.38 1.58  0.122
49 H 2.27 1.49 2.96  0.099
50 H 2.29 2.02 1.27  0.095
51 H 1.07 2.66 2.39  0.086


(2)
Molecular formula: C20H22N4O3S2
Method: DFT, wB97M-V/def2-TZVPD

Computed properties:
* Kohn-Sham gap: 8.78 eV
* ΔE to the lowest compared entry with this formula, charge and spin: 19.2 kcal per mole
* E_HOMO: -8.51 eV
* E_LUMO: 0.3 eV
* molar mass: 430.55 g/mol

Last column: Löwdin charge in e.
Cartesian coordinates (Å):
1 C 5.68 4.60 -0.30  -0.097
2 C 4.31 4.14 0.20  -0.218
3 C 4.28 2.65 0.37  -0.258
4 C 3.92 1.82 -0.69  -0.029
5 C 3.94 0.45 -0.57  -0.008
6 C 4.33 -0.13 0.63  -0.267
7 O 4.38 -1.49 0.88  -0.055
8 C 4.14 -2.36 -0.20  -0.100
9 C 2.69 -2.36 -0.69  -0.475
10 O 2.37 -2.63 -1.82  0.088
11 N 1.81 -1.98 0.27  0.099
12 N 0.44 -2.09 0.05  0.070
13 C -0.17 -3.30 0.12  -0.543
14 O 0.33 -4.28 0.62  0.083
15 C -1.57 -3.27 -0.46  -0.341
16 S -2.72 -2.20 0.46  1.034
17 C -2.51 -0.64 -0.32  -0.491
18 N -1.48 -0.49 -1.14  0.032
19 C -1.31 0.67 -1.76  -0.189
20 N -2.08 1.73 -1.65  0.082
21 C -3.10 1.60 -0.82  -0.536
22 S -4.24 2.85 -0.50  1.111
23 C -5.11 1.81 0.60  -0.517
24 C -6.33 2.34 1.28  -0.099
25 C -4.57 0.57 0.72  -0.280
26 C -5.11 -0.51 1.59  -0.059
27 C -3.40 0.42 -0.09  -0.191
28 C 4.69 0.69 1.70  0.000
29 C 4.67 2.06 1.56  -0.035
30 H 5.90 4.14 -1.26  0.074
31 H 6.46 4.32 0.41  0.073
32 H 5.70 5.68 -0.42  0.067
33 H 3.54 4.45 -0.51  0.108
34 H 4.10 4.62 1.16  0.108
35 H 3.62 2.26 -1.63  0.117
36 H 3.64 -0.16 -1.41  0.109
37 H 4.36 -3.36 0.18  0.146
38 H 4.80 -2.15 -1.05  0.141
39 H 2.11 -1.93 1.24  0.163
40 H 0.00 -1.37 -0.53  0.099
41 H -1.55 -2.93 -1.49  0.089
42 H -2.00 -4.27 -0.39  0.086
43 H -0.46 0.74 -2.42  0.119
44 H -6.21 2.31 2.37  0.088
45 H -6.50 3.38 0.99  0.066
46 H -7.21 1.76 1.02  0.089
47 H -5.96 -0.15 2.17  0.075
48 H -5.42 -1.36 0.99  0.075
49 H -4.34 -0.86 2.28  0.069
50 H 4.99 0.22 2.63  0.118
51 H 4.95 2.68 2.40  0.115


(3)
Molecular formula: C20H22N4O8S
Method: DFT, wB97M-V/def2-TZVPD

Computed properties:
* Kohn-Sham gap: 7.39 eV
* E_HOMO: -8.29 eV
* E_LUMO: -0.9 eV
* molar mass: 478.48 g/mol

Last column: Löwdin charge in e.
Cartesian coordinates (Å):
1 C 5.81 -0.57 -0.09  0.033
2 C 4.62 -0.93 -0.94  -0.515
3 O 4.65 -1.57 -1.96  0.123
4 O 3.49 -0.45 -0.40  0.062
5 C 2.28 -0.71 -1.11  -0.177
6 C 1.11 -0.47 -0.17  -0.135
7 O 1.16 -1.26 1.01  0.069
8 C 1.10 -2.60 0.94  -0.515
9 C 1.15 -3.21 2.31  0.038
10 O 0.99 -3.22 -0.09  0.107
11 C -0.22 -0.69 -0.94  -0.218
12 N -1.34 -0.40 -0.09  0.105
13 C -1.57 0.83 0.47  -0.309
14 O -0.84 1.80 0.41  0.107
15 C -2.88 0.74 1.17  -0.114
16 N -3.48 1.67 1.83  0.147
17 N -2.94 2.88 1.92  -0.019
18 C -3.58 3.87 2.61  -0.951
19 N -4.75 3.55 3.16  0.094
20 S -2.88 5.36 2.71  0.600
21 C -3.34 -0.62 0.99  -0.103
22 C -4.47 -1.28 1.44  -0.011
23 C -4.62 -2.62 1.10  -0.087
24 C -3.66 -3.27 0.34  -0.072
25 C -2.53 -2.62 -0.11  0.002
26 C -2.38 -1.28 0.21  -0.130
27 O -0.30 0.16 -2.06  -0.019
28 C 0.76 -0.04 -2.97  -0.096
29 C 2.12 0.22 -2.32  -0.190
30 O 2.19 1.55 -1.82  0.046
31 C 2.31 2.55 -2.71  -0.516
32 C 2.30 3.88 -2.01  0.036
33 O 2.41 2.37 -3.89  0.120
34 H 6.39 0.18 -0.61  0.094
35 H 6.44 -1.45 0.05  0.091
36 H 5.48 -0.18 0.87  0.085
37 H 2.30 -1.75 -1.47  0.165
38 H 1.15 0.57 0.19  0.164
39 H 1.66 -2.54 3.00  0.088
40 H 1.64 -4.17 2.26  0.092
41 H 0.13 -3.35 2.66  0.095
42 H -0.27 -1.74 -1.26  0.154
43 H -2.04 3.08 1.48  0.118
44 H -5.27 4.25 3.66  0.097
45 H -5.12 2.62 3.04  0.088
46 H -5.21 -0.76 2.03  0.112
47 H -5.50 -3.16 1.43  0.101
48 H -3.80 -4.31 0.09  0.106
49 H -1.79 -3.15 -0.69  0.109
50 H 0.59 0.67 -3.78  0.139
51 H 0.74 -1.07 -3.37  0.149
52 H 2.92 0.06 -3.05  0.167
53 H 3.13 3.93 -1.31  0.092
54 H 2.37 4.68 -2.73  0.089
55 H 1.38 3.96 -1.43  0.093


> E_HOMO of number 1 (C20H22N4O3S2)?

-8.87 eV